Here is C29H21F10MnN6OS2 as an isolated structure from the Open Molecules 2025 dataset. Energies are from ωB97M-V with the def2-TZVPD basis set.

Values from the calculation:
Spin multiplicity: 2
Net charge: -1
Expectation value of S²: 0.88
Largest force on an atom in eV Å⁻¹: 2.93
HOMO (alpha / beta) in hartree: -0.1540 / -0.1538
Energy in Ha: -4467.44179
Kohn-Sham gap (alpha / beta) in eV: 6.44 / 6.43

Last column: natural (NBO) charge in e.
Positions of all 70 atoms, in Å:
Mn: 0.02 -0.44 -0.24  1.140
C: -1.58 -2.06 2.38  -0.412
N: -1.46 -2.16 0.93  -0.454
C: -2.77 -1.96 0.31  -0.215
C: -3.21 -0.48 0.33  -0.220
N: -2.08 0.39 0.05  -0.707
C: -2.24 1.67 -0.20  0.096
C: -3.45 2.42 -0.41  0.260
F: -4.66 1.80 -0.33  -0.335
C: -3.46 3.77 -0.69  0.274
F: -4.64 4.40 -0.90  -0.311
C: -2.29 4.51 -0.75  0.185
F: -2.30 5.83 -1.06  -0.313
C: -1.09 3.86 -0.47  0.295
F: 0.05 4.57 -0.43  -0.305
C: -1.08 2.51 -0.20  0.249
F: 0.12 1.93 0.13  -0.328
C: -0.85 -3.43 0.56  -0.203
C: 0.68 -3.38 0.72  -0.225
N: 1.21 -2.42 -0.22  -0.751
C: 2.49 -2.47 -0.60  0.085
C: 2.85 -1.97 -1.89  0.333
F: 1.86 -1.72 -2.76  -0.309
C: 4.14 -1.74 -2.29  0.267
F: 4.40 -1.23 -3.51  -0.304
C: 5.21 -2.07 -1.45  0.207
F: 6.49 -1.80 -1.82  -0.310
C: 4.93 -2.69 -0.24  0.269
F: 5.94 -3.04 0.58  -0.311
C: 3.62 -2.93 0.14  0.215
F: 3.43 -3.52 1.36  -0.336
H: -2.24 -2.86 2.79  0.165
H: -1.98 -1.09 2.66  0.211
H: -0.60 -2.16 2.85  0.207
H: -3.55 -2.56 0.83  0.167
H: -2.71 -2.28 -0.73  0.221
H: -3.63 -0.23 1.32  0.162
H: -4.00 -0.37 -0.42  0.205
H: -1.06 -3.61 -0.50  0.221
H: -1.26 -4.27 1.15  0.164
H: 1.08 -4.39 0.51  0.188
H: 0.92 -3.14 1.77  0.167
O: 0.87 0.65 -1.97  -0.663
N: 0.54 0.61 -3.22  0.030
C: 1.13 1.47 -4.07  0.036
C: 0.85 1.47 -5.42  -0.294
C: -0.07 0.56 -5.92  -0.190
C: -0.70 -0.30 -5.04  -0.236
C: -0.40 -0.28 -3.67  0.025
S: -1.20 -1.30 -2.59  -0.247
H: 1.83 2.15 -3.61  0.226
H: 1.35 2.17 -6.07  0.216
H: -0.30 0.52 -6.97  0.208
H: -1.43 -1.01 -5.36  0.227
N: 2.65 -0.90 2.23  -0.791
C: 1.85 0.06 2.71  0.333
N: 0.66 0.29 2.28  -0.555
C: 0.06 1.28 3.02  0.123
C: -1.24 1.77 2.86  -0.169
C: -1.69 2.81 3.65  -0.220
C: -0.87 3.37 4.62  -0.229
C: 0.41 2.89 4.83  -0.225
C: 0.85 1.85 4.04  -0.206
S: 2.40 1.04 4.08  0.299
H: 2.33 -1.38 1.40  0.421
H: 3.59 -1.01 2.54  0.409
H: -1.86 1.33 2.10  0.231
H: -2.69 3.19 3.49  0.215
H: -1.24 4.19 5.22  0.207
H: 1.05 3.32 5.58  0.211

Here is C14H7Br4Cl2MgO4S as an isolated structure from the Open Molecules 2025 dataset. Energies are from ωB97M-V with the def2-TZVPD basis set.

Values from the calculation:
Energy above the lowest of the compared OMol25 structures with the same formula, charge and spin in kJ/mol: 10.1
Net charge: -1
Largest force on an atom in eV Å⁻¹: 1.34
HOMO in hartree: -0.1766
Energy in Ha: -12653.62282
Kohn-Sham gap in eV: 7.03

Last column: Mulliken charge in e.
Positions of all 33 atoms, in Å:
Mg: -0.10 -1.02 -0.37  0.898
Br: -1.64 -7.39 -0.51  -0.185
C: -0.71 -5.76 -0.69  0.125
C: 0.68 -5.73 -0.66  0.103
Br: 1.67 -7.33 -0.43  -0.187
C: 1.34 -4.51 -0.79  -0.233
Br: 3.23 -4.40 -0.78  -0.156
C: 0.66 -3.30 -0.92  0.768
O: 1.26 -2.13 -1.00  -1.146
C: -0.78 -3.33 -0.94  1.053
O: -1.42 -2.18 -1.02  -0.926
C: -1.42 -4.56 -0.84  -0.308
Br: -3.31 -4.53 -0.90  -0.154
Cl: -0.08 -2.63 1.93  -0.016
C: 0.00 -1.69 3.43  -0.247
Cl: -1.61 -1.40 4.10  -0.163
H: 0.44 -0.72 3.20  0.132
H: 0.58 -2.24 4.15  0.343
O: 0.39 6.71 -2.40  -0.495
C: 0.04 6.47 -1.11  0.660
O: -0.27 7.40 -0.42  -0.584
C: 0.05 5.06 -0.65  0.725
C: -0.24 4.83 0.70  -0.529
C: -0.24 3.55 1.21  -0.583
C: 0.04 2.44 0.39  0.886
S: 0.04 0.87 1.12  -0.632
C: 0.32 2.68 -0.96  -1.037
C: 0.32 3.96 -1.46  -0.701
H: 0.63 5.89 -2.84  0.287
H: -0.46 5.68 1.33  0.412
H: -0.47 3.37 2.26  0.405
H: 0.54 1.84 -1.60  0.328
H: 0.54 4.08 -2.52  0.159